[1]
A cluster of 2 separate species, C4H6FNO in total at a distorted geometry. Source: the Open Molecules 2025 dataset; level of theory: ωB97M-V/def2-TZVPD.

The LUMO energy (spin up / spin down) comes out at -0.02 / -0.34 eV. As for the energy relative to the best compared isomer or geometry (same formula, charge and spin): 110.5 kcal/mol. The HOMO energy (spin up / spin down) is -8.61 / -8.03 eV.

Atoms and positions in Å:
C1 -1.51758 0.20220 1.56756
C2 -0.83705 -0.07962 0.54090
C3 1.68262 0.93225 0.15278
C4 -1.19362 -0.78519 -0.72089
N1 2.28551 0.07603 -0.63452
O1 2.02287 1.92341 0.66026
F1 -0.10282 -1.24750 -1.33990
H1 -2.47849 -0.21035 1.87524
H2 -1.08783 0.88656 2.42334
H3 -1.99246 -1.65856 -0.78532
H4 -1.49940 0.10815 -1.45377
H5 1.52119 -0.53401 -1.10014
H6 3.19707 0.38662 -1.18554

These are the Löwdin partial charges, in e, on atoms 1 to 2: -0.070 -0.127

***

[2]
The molecule C4H6FNO at a distorted geometry. Source: the Open Molecules 2025 dataset; level of theory: ωB97M-V/def2-TZVPD.

The LUMO energy comes out at 0.53 eV. As for the energy relative to the best compared isomer or geometry (same formula, charge and spin): 36.8 kcal/mol. As for the SMILES: C/C=N/C(=O)CF. The HOMO energy is -9.73 eV.

Atoms and positions in Å:
C1 -1.04424 0.18570 -0.46977
C2 1.04195 1.01398 0.64379
C3 -2.14674 -0.73052 -0.11244
C4 2.18777 0.12696 0.09616
N1 -0.19065 0.54514 0.39632
O1 1.21547 1.92000 1.40425
F1 1.89343 -1.25275 0.04471
H1 -1.09720 0.56647 -1.55162
H2 -1.67332 -1.62480 0.25265
H3 -2.65738 -1.02347 -0.96352
H4 -2.76922 -0.44253 0.65111
H5 3.08292 0.22551 0.50999
H6 2.15720 0.49031 -0.90162

These are the Löwdin partial charges, in e, on atoms 1 to 2: -0.141 -0.486

***

[3]
The molecule C4H6FNO2 at a distorted geometry. Source: the Open Molecules 2025 dataset; level of theory: ωB97M-V/def2-TZVPD.

The LUMO energy comes out at 0.25 eV. As for the energy relative to the best compared isomer or geometry (same formula, charge and spin): 108.2 kcal/mol. As for the SMILES: O=[N+]([O-])[C@H]1CC[C@@H]1F. The HOMO energy is -10.68 eV.

Atoms and positions in Å:
C1 -0.45300 -0.29980 1.05217
C2 -1.14079 0.86162 0.41950
C3 0.21756 -0.80945 -0.21603
C4 -0.33689 0.64209 -0.93838
N1 1.72607 -0.61107 -0.26623
O1 2.29444 -0.34553 -1.29437
O2 2.33074 -0.76559 0.79434
F1 -1.22896 0.35004 -1.92237
H1 0.28787 0.02426 1.90662
H2 -1.04746 -1.11675 1.52792
H3 -2.16983 0.63717 0.23763
H4 -0.89132 1.78501 0.88436
H5 -0.04184 -1.68521 -0.78936
H6 0.45342 1.33320 -1.39580

These are the Löwdin partial charges, in e, on atoms 1 to 2: -0.171 -0.103

***

[4]
A structure of composition C4H6FNaO4 at a distorted geometry. Source: the Open Molecules 2025 dataset; level of theory: ωB97M-V/def2-TZVPD.

The LUMO energy comes out at -2.55 eV. As for the energy relative to the best compared isomer or geometry (same formula, charge and spin): 99.4 kcal/mol. The HOMO energy is -5.01 eV.

Atoms and positions in Å:
C1 -3.92353 2.10133 0.71298
O1 -3.18204 2.28637 -0.42897
H1 -4.59306 2.96800 0.93911
H2 -4.57774 1.19680 0.67954
H3 -3.29073 1.94740 1.62333
C2 -0.37984 -0.65926 0.55826
O2 -0.48635 0.61662 0.18837
C3 -0.94899 0.68799 -1.15604
C4 -1.69531 -0.64314 -1.27671
O3 -1.22370 -1.38481 -0.13617
O4 0.66337 -1.08167 1.02444
F1 0.46987 0.63758 -1.89222
H4 -1.32740 1.53184 -1.73197
H5 -2.77682 -0.50920 -1.17451
H6 -1.46421 -1.18145 -2.19976
Na1 3.21649 -0.71453 0.91376

These are the Löwdin partial charges, in e, on atoms 1 to 2: -0.448 -0.438